{
  "formula": "C32H72N2O36P2",
  "method": "ωB97M-V/def2-TZVPD",
  "orbital_gap_ev": 10.47,
  "smiles": "COP(=O)(OC)OC.COP(=O)(OC)OC.C[N+](=O)[O-].C[N+](=O)[O-].COC(=O)OC.COC(=O)OC.COC(=O)OC.COC(=O)OC.COC(=O)OC.COC(=O)OC.COC(=O)OC.COC(=O)OC",
  "multiplicity": 1,
  "energy_ha": -4763.3138,
  "mol_weight_g_mol": 1122.9,
  "homo_energy_ev": -10.24,
  "symbols": ["C", "O", "P", "O", "O", "C", "O", "C", "H", "H", "H", "H", "H", "H", "H", "H", "H", "C", "O", "P", "O", "O", "C", "O", "C", "H", "H", "H", "H", "H", "H", "H", "H", "H", "C", "N", "O", "O", "H", "H", "H", "C", "N", "O", "O", "H", "H", "H", "C", "O", "C", "O", "O", "C", "H", "H", "H", "H", "H", "H", "C", "O", "C", "O", "O", "C", "H", "H", "H", "H", "H", "H", "C", "O", "C", "O", "O", "C", "H", "H", "H", "H", "H", "H", "C", "O", "C", "O", "O", "C", "H", "H", "H", "H", "H", "H", "C", "O", "C", "O", "O", "C", "H", "H", "H", "H", "H", "H", "C", "O", "C", "O", "O", "C", "H", "H", "H", "H", "H", "H", "C", "O", "C", "O", "O", "C", "H", "H", "H", "H", "H", "H", "C", "O", "C", "O", "O", "C", "H", "H", "H", "H", "H", "H"],
  "positions_angstrom": [[1.286847, -1.944401, -2.246418], [1.575412, -1.011413, -3.401274], [1.558210, 0.532738, -3.283019], [1.683801, 1.076226, -4.588152], [0.238258, 0.953792, -2.486470], [-0.056518, 2.391371, -2.308389], [2.612639, 0.915295, -2.180386], [4.032994, 1.437708, -2.466233], [2.044212, -2.708816, -2.396640], [0.278624, -2.301355, -2.396278], [1.392824, -1.447698, -1.285305], [0.848358, 2.827178, -1.949952], [-0.805976, 2.437946, -1.526328], [-0.398639, 2.855639, -3.224938], [4.612010, 0.794800, -3.082092], [4.365262, 1.568789, -1.439490], [3.813730, 2.409151, -2.932480], [-1.526090, -2.879550, 3.504847], [-0.276917, -3.623690, 3.929023], [0.691036, -4.455042, 2.990052], [1.797573, -5.082357, 3.741955], [1.130569, -3.408480, 1.910998], [2.113141, -2.340213, 2.328969], [-0.236166, -5.417213, 2.159268], [-0.613845, -6.680374, 2.832384], [-1.300743, -1.993095, 2.815052], [-2.003866, -2.576201, 4.433607], [-2.160300, -3.590516, 2.949018], [2.918700, -2.766668, 2.924233], [1.525646, -1.700049, 2.937558], [2.404457, -1.822215, 1.389062], [0.265834, -7.287567, 3.174513], [-1.019915, -7.375850, 2.062631], [-1.412450, -6.484764, 3.533106], [6.497076, -2.588536, 0.132234], [5.657665, -1.540240, -0.519404], [4.729066, -1.036262, 0.102170], [5.943487, -1.202625, -1.646524], [6.576491, -3.391366, -0.557819], [6.019896, -2.904052, 1.022238], [7.493209, -2.162009, 0.262293], [5.239067, 4.184539, 2.177231], [4.612497, 5.229301, 3.094985], [5.158555, 6.284073, 3.277541], [3.582708, 4.873399, 3.687456], [4.688715, 4.095116, 1.235988], [5.182272, 3.275521, 2.756435], [6.320848, 4.422936, 1.942358], [-7.651411, -1.752044, -4.246911], [-8.754827, -0.867744, -4.157788], [-8.665361, 0.159142, -3.320691], [-7.692555, 0.518750, -2.689919], [-9.830853, 0.823936, -3.322374], [-9.866549, 1.951163, -2.481224], [-7.986274, -2.324229, -5.096502], [-7.355356, -2.349914, -3.439856], [-6.711832, -1.231589, -4.562484], [-10.916913, 2.044005, -2.282173], [-9.424207, 2.793328, -3.084761], [-9.307084, 1.788052, -1.560733], [-3.069945, 1.171776, -3.869871], [-2.737312, -0.204374, -3.551174], [-1.807171, -0.825760, -4.306849], [-1.528376, -1.957682, -4.068550], [-1.344941, -0.108737, -5.282256], [-0.502364, -0.778234, -6.255276], [-2.144513, 1.688466, -3.856526], [-3.715961, 1.488860, -3.087297], [-3.679334, 1.249797, -4.792993], [-0.332537, -0.071272, -7.043772], [-0.894189, -1.680772, -6.643711], [0.500287, -0.980507, -5.826565], [-0.403480, 0.326373, 5.517624], [-0.578883, 1.704098, 5.161399], [-1.697955, 2.006825, 4.531737], [-2.609093, 1.216289, 4.272117], [-1.679587, 3.294227, 4.148329], [-2.984729, 3.668088, 3.606446], [-0.493964, -0.299717, 4.677901], [-1.240772, 0.079727, 6.259985], [0.538893, 0.133028, 5.976310], [-3.820289, 3.429592, 4.318180], [-3.060713, 3.052654, 2.700731], [-2.988269, 4.712593, 3.283541], [4.036584, -7.183402, 2.783911], [3.558628, -6.604241, 1.540194], [4.030100, -5.349401, 1.310793], [4.780382, -4.817637, 2.038586], [3.636289, -4.893889, 0.167799], [3.127272, -5.803391, -0.781908], [3.753489, -6.459279, 3.541408], [5.125154, -7.323585, 2.783216], [3.468536, -8.113346, 2.807547], [3.118221, -5.212918, -1.702476], [2.195338, -6.201075, -0.473069], [3.698037, -6.701208, -0.965007], [-4.806123, -5.277079, 1.342092], [-3.487316, -5.732238, 0.856758], [-2.675630, -4.760545, 0.381762], [-2.791544, -3.563920, 0.600288], [-1.769345, -5.287253, -0.480905], [-0.920060, -4.293835, -1.073333], [-4.906388, -4.189104, 1.322681], [-4.847400, -5.537336, 2.372422], [-5.537795, -5.697699, 0.671689], [-0.176425, -3.772696, -0.376073], [-1.630810, -3.552510, -1.553225], [-0.385682, -4.802177, -1.834498], [1.630869, 1.397613, 0.743245], [0.217666, 1.649939, 0.519161], [-0.484197, 0.651122, 0.937346], [-0.091181, -0.357354, 1.421459], [-1.797436, 0.946940, 0.683591], [-2.731398, -0.105161, 0.746737], [1.859714, 1.744890, 1.756175], [2.167557, 2.077842, 0.069683], [1.838918, 0.301300, 0.627597], [-2.627503, -0.676958, 1.678728], [-2.525756, -0.820385, -0.045829], [-3.615597, 0.457778, 0.676233], [-1.654766, 5.457825, -1.204817], [-1.332408, 4.649525, -0.037971], [-0.148288, 4.934633, 0.493269], [0.756562, 5.411214, -0.155616], [-0.170870, 4.612432, 1.771528], [1.178316, 4.677794, 2.365467], [-1.307816, 6.478926, -1.122645], [-2.755054, 5.346841, -1.144316], [-1.220029, 5.090057, -2.105441], [1.279049, 3.955808, 3.192845], [1.228990, 5.682724, 2.815264], [2.002018, 4.540292, 1.517699], [2.736739, 6.485001, -2.840590], [3.057734, 6.845501, -1.518241], [3.358221, 5.891006, -0.649445], [3.673933, 4.773518, -1.002552], [3.333228, 6.246346, 0.648078], [2.848545, 7.534834, 1.018523], [2.181850, 7.344899, -3.297197], [2.039123, 5.619113, -2.737084], [3.679349, 6.162879, -3.335210], [1.736781, 7.421882, 0.876801], [3.229609, 8.246198, 0.326935], [3.192169, 7.741856, 2.016285]],
  "forces_ev_per_angstrom": [[0.7, 1.1, -1.5], [-0.9, -1.9, 1.7], [-0.5, -0.1, 2.7], [0.6, 1.9, -3.1], [-0.7, 0.2, -0.3], [0.1, -1.6, 0.2], [2.1, 0.3, -0.3], [-3.3, 0.9, 0.9], [-0.2, -0.2, 0.3], [-0.1, -0.1, 0.0], [0.1, 0.1, 0.0], [0.6, 0.7, 0.2], [-0.1, 0.0, -0.1], [0.1, -0.1, -0.3], [0.3, -0.7, -0.3], [0.5, -0.1, -0.3], [0.6, -0.3, 0.1], [1.3, -0.5, -1.0], [-1.3, 0.9, 0.3], [0.6, 0.8, 1.0], [-0.8, 0.2, -0.3], [1.2, 0.6, -0.7], [-1.0, -1.0, -1.1], [-0.3, -1.5, 0.2], [0.6, -1.0, -1.7], [0.0, -1.3, 1.1], [0.2, 0.1, -0.1], [0.2, 0.4, 0.3], [0.1, -0.2, -0.4], [-0.3, 0.9, 0.5], [0.0, -0.6, 0.8], [-0.6, 1.3, 0.4], [0.0, 1.0, 0.1], [0.2, 0.0, 0.5], [0.3, 0.9, -0.4], [-0.8, 0.7, 0.2], [0.6, -0.6, 0.1], [0.4, -0.3, -0.2], [0.0, -0.7, -0.6], [-0.3, -0.2, 0.9], [-0.2, 0.1, 0.2], [1.2, 0.5, -0.1], [-0.8, -1.2, 0.5], [0.2, 0.3, -0.3], [1.2, 0.4, -0.9], [-0.2, 0.3, 0.3], [-0.1, -0.3, 0.0], [-1.4, 0.1, 0.5], [1.2, 1.3, -2.8], [-0.4, 0.3, 1.1], [0.5, 1.0, 0.3], [-0.4, -0.8, -0.5], [0.5, -1.6, -0.4], [0.6, 0.9, -0.6], [0.4, -0.8, -0.1], [-0.5, -0.7, 1.7], [-0.8, 0.0, 0.2], [-0.4, 0.7, 0.2], [-0.6, -0.5, 1.0], [0.0, 0.1, -0.1], [-0.5, -1.4, -0.4], [-0.1, 0.4, -0.5], [-1.3, -0.1, 1.1], [0.6, -1.4, 0.2], [0.5, 0.7, -1.6], [1.7, 0.8, 1.1], [0.5, 1.0, -0.4], [-0.3, 0.3, 0.9], [0.8, -0.1, 0.2], [-0.2, 0.4, -0.3], [-0.9, -0.8, -0.1], [-0.7, 0.1, 0.0], [-2.5, 0.2, 1.8], [1.0, 0.2, 0.1], [-1.5, -1.1, -1.1], [1.5, 1.1, 0.7], [-0.8, -0.1, 0.7], [-0.1, -0.7, -0.6], [-0.3, -0.7, -1.2], [1.2, 0.0, -1.0], [0.7, 0.6, 0.3], [1.0, 0.3, -0.6], [-0.5, 0.2, 0.2], [0.4, -0.2, 0.5], [-0.5, 0.5, -0.6], [0.5, 0.3, -0.2], [-0.7, -3.3, 0.4], [1.6, 2.0, 1.5], [0.1, 1.0, -1.1], [0.0, 0.2, -1.2], [0.0, -0.4, 0.5], [-0.3, -0.1, -0.2], [0.3, 0.0, 0.5], [-0.5, -0.3, 0.1], [-1.3, 0.2, 0.1], [0.9, 0.0, 0.3], [1.4, 0.8, -0.7], [-0.1, 0.9, -0.2], [-0.1, 0.9, -0.8], [0.1, -1.5, 0.0], [-0.5, 0.2, 1.6], [-0.7, 1.9, 0.3], [0.4, -0.1, -0.3], [-0.4, -0.7, 0.6], [-0.3, -0.4, 0.2], [-1.3, -0.9, -0.6], [1.2, -0.5, 0.5], [0.5, -0.5, -0.7], [0.3, 0.4, 0.1], [1.8, 0.7, -0.1], [-3.5, 0.4, -0.8], [0.3, -1.6, 0.9], [2.1, 0.6, 0.2], [1.4, -1.1, 0.6], [0.0, -0.4, 0.0], [-0.2, -0.6, -0.1], [0.1, 1.4, -0.1], [-0.3, 0.4, 0.0], [-0.4, 0.1, -0.3], [-1.6, -0.2, -0.2], [-1.3, -0.6, 1.2], [0.0, 0.7, -0.3], [-0.3, -0.3, -0.5], [0.1, 0.1, 0.3], [1.5, -0.4, 0.1], [0.9, 0.3, -1.0], [-0.1, 0.2, 0.5], [0.6, 0.5, -0.8], [0.2, -0.7, -0.6], [-0.4, 0.1, -0.7], [0.4, -0.4, -0.3], [-1.9, 0.3, 2.1], [-0.6, -1.2, -0.3], [-0.2, 1.6, 1.6], [0.3, -1.0, -0.3], [-0.1, 0.3, 0.7], [1.0, -0.5, -0.9], [-1.7, -0.8, -0.8], [0.9, -0.8, 0.3], [0.5, 0.5, -0.6], [-0.9, 0.4, -0.2], [1.0, 0.7, 0.6], [0.2, 0.8, -0.4], [-0.1, -0.1, 0.4]],
  "lowdin_charge": [0.007, -0.202, 0.240, -0.194, -0.214, -0.051, -0.257, 0.019, 0.086, 0.051, 0.079, 0.071, 0.078, 0.084, 0.066, 0.075, 0.085, -0.013, -0.233, 0.309, -0.223, -0.233, -0.008, -0.223, -0.050, 0.083, 0.082, 0.065, 0.086, 0.054, 0.079, 0.098, 0.093, 0.085, 0.064, -0.422, 0.050, 0.062, 0.090, 0.066, 0.109, 0.060, -0.412, 0.075, 0.021, 0.071, 0.086, 0.117, -0.041, 0.013, -0.597, 0.109, -0.011, -0.054, 0.093, 0.078, 0.110, 0.088, 0.120, 0.093, -0.012, -0.003, -0.664, 0.128, 0.004, 0.000, 0.056, 0.083, 0.109, 0.091, 0.082, 0.093, -0.017, 0.010, -0.600, 0.080, -0.009, -0.022, 0.054, 0.129, 0.086, 0.112, 0.090, 0.092, -0.019, -0.052, -0.671, 0.148, 0.026, -0.033, 0.073, 0.099, 0.096, 0.101, 0.084, 0.097, 0.003, -0.014, -0.578, 0.079, -0.014, -0.050, 0.090, 0.080, 0.090, 0.110, 0.111, 0.077, 0.013, 0.007, -0.624, 0.127, -0.020, -0.031, 0.098, 0.089, 0.095, 0.082, 0.097, 0.086, -0.010, -0.006, -0.625, 0.104, 0.015, -0.017, 0.093, 0.112, 0.069, 0.090, 0.096, 0.123, -0.032, -0.037, -0.621, 0.097, -0.064, -0.017, 0.112, 0.099, 0.109, 0.111, 0.083, 0.089]
}